Below is a structure of composition C48H35IIrN5O4P2Se2, with properties calculated with the ωB97M-V functional and the def2-TZVPD basis.

Energy relative to the best compared isomer or geometry (same formula, charge and spin), kcal/mol: 0.0
Gap between HOMO and LUMO, eV: 7.3
LUMO level, eV: -0.65

```
! RIJCOSX wB97M-V def2-TZVPD def2/J DEFGRID3
* xyz 0 1
Ir -1.229 0.661 -1.741
I 5.415 -3.825 -0.514
Se -3.033 -0.261 -0.288
Se 0.785 -1.515 4.564
P -1.648 -1.001 1.219
P 1.478 0.159 3.499
O -0.932 -1.185 -2.660
O -1.557 2.463 -0.906
O -1.102 -3.350 -2.972
O -2.772 4.317 -1.178
N 1.781 1.008 0.950
N 0.274 1.497 -2.938
N 0.077 0.437 -0.217
N 1.226 1.093 -0.227
N -2.527 1.456 -3.235
C -2.398 3.222 -1.540
C 3.282 0.197 3.363
C 0.160 4.186 5.262
C -3.689 1.418 -6.751
C -3.334 -0.177 5.359
C 0.974 1.753 4.206
C 1.261 2.939 3.526
C -3.386 0.136 -7.102
C 1.833 -1.682 -1.654
C -2.126 -3.578 0.304
C -3.520 3.581 -3.754
C 0.283 1.789 5.410
C 2.704 -4.307 -1.770
C 0.890 0.775 -3.881
C 2.260 2.629 -4.487
C -0.684 -5.445 0.754
C -3.785 3.188 -5.029
C -3.430 1.885 -5.440
C -2.389 0.616 3.299
C 5.277 -0.812 2.476
C -2.902 0.873 4.558
C 1.619 3.373 -3.511
C 3.103 -2.000 -1.193
C -3.259 -1.486 4.904
C -2.557 -0.321 -4.874
C -2.829 -0.740 -6.146
C -0.122 3.009 5.937
C -2.739 -1.754 3.648
C 0.973 -2.658 -2.136
C 0.636 2.774 -2.749
C 4.053 1.085 4.099
C -0.449 -2.395 -2.585
C -2.825 1.016 -4.504
C 3.525 -3.319 -1.243
C -0.106 -3.273 1.599
C -2.860 2.689 -2.892
C 0.182 -4.617 1.460
C -0.138 -0.076 1.016
C -1.270 -2.753 1.024
C 1.890 1.309 -4.672
C -2.299 -0.701 2.856
C 0.974 0.295 1.767
C 0.853 4.151 4.057
C 3.898 -0.759 2.558
C 6.050 0.085 3.207
C 5.439 1.027 4.019
C -1.832 -4.929 0.177
C 1.434 -3.970 -2.209
H -0.662 3.036 6.875
H -2.961 1.893 4.915
H -3.588 -0.217 -8.104
H 1.883 4.404 -3.321
H 1.529 -0.655 -1.635
H -2.625 -1.768 -6.415
H -4.264 3.855 -5.735
H 2.363 0.686 -5.418
H 3.580 1.824 4.733
H 0.550 -0.243 -3.987
H 3.295 -1.463 1.994
H 3.047 -5.331 -1.824
H -2.156 -0.994 -4.130
H 3.042 3.070 -5.090
H 1.085 -5.018 1.901
H -2.056 1.431 2.665
H -2.650 -2.774 3.297
H 0.139 3.295 -1.947
H -0.447 -6.495 0.636
H -3.759 4.560 -3.365
H 5.750 -1.553 1.845
H 1.069 5.069 3.527
H 0.766 -4.726 -2.598
H -4.143 2.100 -7.460
H -3.595 -2.300 5.532
H 0.061 0.859 5.919
H -3.001 -3.167 -0.180
H 1.792 2.907 2.582
H -0.161 5.135 5.671
H 3.747 -1.220 -0.807
H 0.556 -2.636 2.170
H -3.731 0.027 6.345
H -2.487 -5.562 -0.405
H 7.129 0.044 3.144
H 6.039 1.722 4.592
*
```

Per-atom Mulliken charges, elementary charge units: 2.006 0.071 -0.388 -0.289 0.864 1.324 -0.167 -0.991 -0.736 -0.712 -0.775 0.191 0.546 -0.476 0.176 0.035 0.734 -0.434 -0.849 -0.611 0.236 -0.243 -0.599 0.566 -0.558 -1.004 -0.509 -0.581 -0.029 -0.304 -0.631 -0.666 1.172 -0.456 -0.527 -0.621 -0.876 -0.743 -0.723 -0.627 -0.747 -0.654 -0.368 0.559 -0.251 -0.558 -0.571 0.021 -0.288 0.128 1.115 -0.713 -0.503 0.621 -1.164 0.711 0.133 -0.877 -0.359 -0.601 -0.691 -0.560 -0.932 0.420 0.491 0.402 0.462 0.640 0.498 0.435 0.498 0.341 0.530 0.361 0.425 0.540 0.398 0.480 0.391 0.417 0.589 0.387 0.557 0.195 0.406 0.505 0.403 0.427 0.339 0.420 0.455 0.396 0.533 -0.156 0.397 0.396 0.382 0.394

***

Below is a structure of composition C48H36ClNO4PPdS4, with properties calculated with the ωB97M-V functional and the def2-TZVPD basis.

Energy relative to the best compared isomer or geometry (same formula, charge and spin), kcal/mol: 75.0
Gap between HOMO and LUMO (alpha / beta), eV: 5.7 / 5.1
LUMO level (alpha / beta), eV: -3.21 / -5.48

```
! RIJCOSX wB97M-V def2-TZVPD def2/J DEFGRID3
* xyz 1 5
Pd 1.457 0.863 1.597
Cl 0.737 -5.344 -4.500
S 0.053 -0.353 6.748
S 2.173 1.295 -0.491
S -1.038 -2.595 4.271
S -1.888 1.252 1.874
P -0.861 -0.332 -2.721
O -0.718 -2.740 1.480
O 0.419 -0.873 1.321
O 0.545 0.987 3.361
O -0.384 0.444 -1.536
N 2.447 2.638 2.106
C -2.642 2.733 -5.651
C 1.387 -1.779 3.827
C -2.998 1.397 -5.792
C -0.889 1.824 5.819
C -2.466 0.442 -4.941
C 1.408 -1.818 -1.226
C 2.627 2.927 -0.271
C -4.060 -1.900 -0.822
C 1.480 -3.137 3.988
C 1.616 -1.858 -2.708
C -2.639 -2.472 -3.144
C 0.449 -1.345 -4.896
C 2.863 -3.297 -4.388
C -1.759 0.309 3.299
C -1.214 2.154 -3.807
C 2.953 3.710 -1.372
C 0.413 -2.462 -0.564
C -4.464 -2.937 -1.651
C -2.978 -0.141 3.711
C 0.032 -2.020 0.837
C 3.207 4.767 1.200
C -0.276 0.907 7.856
C 0.055 -1.302 3.938
C -1.559 0.813 -3.949
C -0.477 0.592 5.412
C 0.454 -1.303 -3.527
C -2.948 -1.139 -1.156
C 2.735 3.456 1.043
C 1.411 -1.859 -5.791
C -3.581 1.023 1.811
C 0.229 -3.714 4.247
C 0.813 -4.206 -3.195
C 3.385 5.028 -1.207
C -0.364 -3.518 -1.085
C 2.024 -3.303 -3.143
C -0.775 2.004 7.224
C -4.030 0.261 2.844
C 2.653 2.163 4.522
C -2.236 -1.426 -2.316
C -3.754 -3.223 -2.811
C 3.382 5.243 2.517
C 2.559 -2.642 -5.531
C 2.731 3.063 3.332
C -0.180 -4.267 -2.269
C 3.512 5.545 0.058
C -0.381 0.145 3.944
C 3.170 4.392 3.553
C -1.753 3.110 -4.656
H -5.330 -3.531 -1.390
H 3.323 2.535 5.293
H 2.927 1.143 4.262
H 3.864 6.559 0.206
H 2.660 -3.694 -2.342
H -3.700 1.100 -6.560
H -4.157 1.477 1.020
H -1.192 -3.822 -0.460
H -3.068 3.478 -6.309
H -0.372 -0.841 -5.391
H 2.477 -1.220 -2.938
H -4.066 -4.040 -3.449
H 3.236 -2.777 -6.368
H 3.336 4.706 4.574
H 2.222 -1.127 3.628
H -2.608 -0.339 -0.509
H 2.109 -1.251 -0.637
H -1.265 2.574 5.136
H 1.251 -1.597 -6.830
H 3.631 5.627 -2.072
H -3.135 -0.704 4.622
H 3.771 -3.886 -4.359
H -5.069 0.003 2.993
H -2.777 -0.590 -5.044
H -1.064 2.907 7.742
H 2.866 3.277 -2.361
H 2.399 -3.702 3.936
H 3.716 6.260 2.684
H 0.027 -4.762 4.410
H -1.486 4.152 -4.535
H -0.101 0.761 8.909
H -0.535 2.439 -3.013
H -0.931 -5.029 -2.443
H -4.605 -1.682 0.087
H 1.637 2.129 4.913
H -2.060 -2.720 -4.027
*
```

Per-atom Mulliken charges, elementary charge units: 0.091 -0.206 -0.076 -0.053 -0.015 -0.024 0.525 -0.545 0.947 -0.584 -0.352 -0.106 -0.561 -0.365 -0.787 -0.402 -0.258 -1.888 0.962 -0.454 -0.697 0.072 -0.541 -0.192 -1.246 -0.257 -0.758 -0.670 1.108 -0.753 -0.569 -1.241 1.025 -0.425 -0.839 0.481 -1.036 0.220 -0.473 -0.159 -0.841 -0.600 -0.495 -0.001 -0.868 -0.001 0.319 -0.766 -0.949 -0.891 1.196 -0.975 -0.816 -0.420 0.970 -0.839 -0.752 3.660 -0.814 -0.688 0.426 0.575 0.013 0.413 0.556 0.430 0.543 0.456 0.398 0.290 0.622 0.449 0.417 0.455 0.415 0.121 1.536 0.536 0.445 0.411 0.608 0.446 0.490 0.406 0.430 0.526 0.467 0.454 0.514 0.420 0.479 0.551 0.382 0.484 -0.014 0.522